Record 1
{
  "formula": "C13H10N2O2PtSe3Te",
  "method": "ωB97M-V with the def2-TZVPD basis set",
  "species": ["Pt", "Se", "Se", "Te", "Se", "O", "C", "O", "C", "C", "C", "C", "C", "C", "N", "C", "C", "C", "C", "C", "C", "N", "H", "H", "H", "H", "H", "H", "H", "H", "H", "H"],
  "positions_angstrom": [[-0.1720, -0.0121, -2.1624], [1.7640, -0.7238, -3.5190], [1.3494, -2.9357, -3.7948], [-1.2239, -3.1627, -3.7450], [-1.9515, -0.8447, -3.6597], [0.0483, -4.0413, 4.8489], [0.0035, -4.1609, 3.5147], [-0.1206, -5.2311, 3.0014], [0.0054, -2.9042, 2.6704], [0.1666, -3.0985, 1.3041], [0.1582, -2.0197, 0.4463], [-0.0146, -0.7317, 0.9320], [-0.1826, -0.5290, 2.2956], [-0.1696, -1.6152, 3.1555], [-0.0236, 0.3449, -0.0128], [0.0156, 1.5756, 0.3041], [0.0101, 2.5931, -0.7554], [0.0624, 3.9408, -0.4911], [0.0616, 4.8356, -1.5589], [0.0085, 4.3479, -2.8501], [-0.0446, 2.9745, -3.0474], [-0.0423, 2.1254, -2.0175], [0.1738, -3.1321, 5.1485], [0.2931, -4.1103, 0.9454], [0.3055, -2.1780, -0.6170], [-0.3478, 0.4592, 2.7052], [-0.3282, -1.4240, 4.2105], [0.0728, 1.9082, 1.3357], [0.1054, 4.2904, 0.5329], [0.1028, 5.9017, -1.3759], [0.0068, 5.0110, -3.7048], [-0.0923, 2.5467, -4.0394]],
  "orbital_gap_ha": [0.26368, 0.19437],
  "multiplicity": 5,
  "de_lowest_kj_mol": 0.0,
  "homo_energy_ev": [-15.023, -15.029],
  "largest_force_ev_per_a": 0.6,
  "e_tot_ha": -8352.424291,
  "total_charge": 2
}

---

Record 2
{
  "formula": "C12H19O5P",
  "method": "ωB97M-V with the def2-TZVPD basis set",
  "species": ["C", "C", "H", "H", "O", "P", "O", "O", "C", "C", "H", "H", "H", "H", "H", "C", "C", "C", "C", "C", "C", "O", "C", "C", "H", "H", "H", "H", "H", "O", "H", "H", "H", "H", "H", "H", "H"],
  "positions_angstrom": [[0.0737, 3.4145, 0.2470], [1.2060, 2.4305, -0.3841], [2.1889, 3.0148, -0.5030], [0.8118, 2.0225, -1.3891], [1.1966, 1.1678, 0.3749], [1.5487, -0.1618, 0.0042], [1.1115, -0.4661, -1.2627], [3.1746, 0.0387, 0.0830], [4.0774, -1.0019, -0.1088], [3.8289, -1.9771, -1.1930], [4.5305, -2.4538, -1.3130], [2.7530, -2.3625, -1.0997], [3.6866, -1.5221, -2.1994], [4.2390, -1.5284, 0.9455], [5.0751, -0.5362, -0.3168], [0.8777, -1.2297, 1.3899], [-0.3589, -1.7916, 0.8746], [-1.0120, -2.9193, 0.7851], [-2.1447, -2.5413, 0.0857], [-2.3920, -1.2421, 0.0765], [-3.5096, -0.5246, -0.7031], [-4.5994, -0.9615, -0.8398], [-3.2540, 1.0910, -0.6103], [-3.5258, 1.6268, 0.8989], [-4.4495, 1.4782, 0.8596], [-3.3143, 2.6845, 0.6704], [-2.7012, 1.0255, 1.4193], [-3.9314, 1.5641, -1.3980], [-2.3139, 1.1470, -0.9007], [-1.1884, -0.7183, 0.4468], [-2.9836, -3.2676, -0.1392], [-0.5712, -3.8301, 0.8527], [0.9396, -0.5828, 2.2114], [1.5782, -2.1865, 1.3787], [-0.1162, 4.1867, -0.5166], [0.3782, 3.9868, 1.1723], [-0.9099, 2.9256, 0.1007]],
  "orbital_gap_ha": 0.34680,
  "smiles": "CCOP(=O)(Cc1ccc(C(=O)CC)o1)OCC",
  "de_lowest_kj_mol": 774.3,
  "homo_energy_ev": -8.972,
  "largest_force_ev_per_a": 17.6,
  "e_tot_ha": -1186.000354,
  "total_charge": 0
}

---

Record 3
{
  "formula": "C17H35FNO9S",
  "method": "ωB97M-V with the def2-TZVPD basis set",
  "species": ["C", "C", "C", "C", "C", "S", "F", "N", "C", "C", "C", "H", "H", "H", "H", "H", "H", "H", "H", "H", "H", "H", "H", "H", "H", "H", "H", "H", "C", "O", "C", "O", "O", "C", "H", "H", "H", "H", "H", "H", "C", "O", "C", "O", "O", "C", "H", "H", "H", "H", "H", "H", "C", "O", "C", "O", "O", "C", "H", "H", "H", "H", "H", "H"],
  "positions_angstrom": [[-0.7526, 1.4129, 3.7731], [-0.7029, 1.6494, 2.1994], [-1.9515, 1.0198, 1.4465], [-1.9658, -0.5582, 1.6387], [-3.1557, -1.1015, 2.5231], [-1.8291, -1.4525, 0.0086], [-3.2112, -2.2837, -0.2783], [-0.6546, -2.6493, 0.2954], [0.5558, -2.1314, 0.2566], [0.8964, -0.9057, -0.6424], [1.6091, -2.8860, 1.1467], [-0.3754, 2.3533, 4.2441], [-1.7641, 1.1222, 4.1415], [-0.0202, 0.5956, 4.0147], [0.2196, 1.1543, 1.7943], [-0.7143, 2.7400, 1.9351], [-2.8875, 1.5178, 1.7876], [-1.7821, 1.2029, 0.3464], [-1.0188, -0.8183, 2.1900], [-4.0282, -1.4421, 1.9189], [-3.5238, -0.3410, 3.2542], [-2.7641, -1.9736, 3.1128], [0.4786, -1.1370, -1.6614], [0.4323, 0.0582, -0.3104], [1.9863, -0.7164, -0.7675], [1.8827, -3.8215, 0.5871], [1.0677, -3.2244, 2.0686], [2.4963, -2.2614, 1.3840], [7.0222, -6.3583, -0.5946], [5.8387, -5.6855, -1.0286], [4.7458, -6.4519, -1.0296], [4.6907, -7.6056, -0.7073], [3.7171, -5.7054, -1.4539], [2.4746, -6.4043, -1.5046], [7.8399, -5.6414, -0.6353], [6.9134, -6.7044, 0.4336], [7.2565, -7.1914, -1.2574], [2.1878, -6.7516, -0.5108], [2.5300, -7.2399, -2.2023], [1.7174, -5.7061, -1.8598], [-4.6631, 1.7610, -1.1120], [-4.4320, 2.9344, -0.3365], [-5.3786, 3.8744, -0.4738], [-6.3518, 3.7938, -1.1684], [-5.0450, 4.9105, 0.2980], [-5.9733, 5.9965, 0.2504], [-3.8379, 1.0745, -0.9223], [-5.5932, 1.2766, -0.8121], [-4.6790, 1.9971, -2.1763], [-6.9548, 5.6799, 0.6038], [-6.0409, 6.4011, -0.7596], [-5.6002, 6.7755, 0.9125], [0.6565, 5.0095, -1.1142], [1.9621, 5.0241, -1.6876], [2.4244, 3.8202, -2.0294], [1.8429, 2.7738, -1.8931], [3.6421, 3.9790, -2.5484], [4.2664, 2.7650, -2.9638], [0.3907, 6.0381, -0.8790], [-0.0719, 4.6156, -1.8241], [0.6477, 4.4280, -0.1910], [3.6838, 2.2807, -3.7481], [4.4041, 2.0929, -2.1158], [5.2445, 3.0209, -3.3659]],
  "orbital_gap_ha": 0.31753,
  "homo_energy_ev": -12.838,
  "largest_force_ev_per_a": 2.5,
  "e_tot_ha": -1898.391485,
  "total_charge": 1
}

---

Record 4
{
  "formula": "C4H12N3",
  "method": "ωB97M-V with the def2-TZVPD basis set",
  "species": ["C", "C", "C", "N", "C", "N", "N", "H", "H", "H", "H", "H", "H", "H", "H", "H", "H", "H", "H"],
  "positions_angstrom": [[-2.0689, -0.2541, 0.3312], [-1.0888, -1.2119, -0.3949], [0.3340, -0.9925, 0.1403], [2.9608, 0.5993, 0.2908], [1.9978, 0.7507, -0.6409], [0.8142, 0.2099, -0.5242], [-1.5716, 1.1281, 0.1589], [-3.0219, -0.3898, -0.1830], [-2.2072, -0.5293, 1.3942], [-1.0214, -1.1411, -1.4876], [-1.4743, -2.1841, -0.1372], [0.8534, -1.9876, -0.0745], [0.4187, -0.8451, 1.2123], [3.9406, 0.7240, 0.0907], [2.6221, 0.5911, 1.2488], [2.2989, 1.2136, -1.5578], [-0.0889, 0.9092, -0.3780], [-2.0964, 1.7034, -0.4981], [-1.6012, 1.7062, 1.0092]],
  "orbital_gap_ha": 0.36598,
  "smiles": "N/C=[NH+]\\CCCN",
  "de_lowest_kj_mol": 189.7,
  "homo_energy_ev": -13.786,
  "largest_force_ev_per_a": 2.6,
  "e_tot_ha": -323.606028,
  "total_charge": 1
}